*1*
Entry from the OMol25 dataset: a cluster of 12 separate species, F6H22O11P in total (ωB97M-V/def2-TZVPD).

Last column: Löwdin charge in e.
CARTESIAN COORDINATES (ANGSTROEM)
1 P -0.079 0.154 -0.348  0.332
2 F -1.240 1.068 0.414  -0.172
3 F -1.132 -0.265 -1.582  -0.173
4 F 0.340 1.444 -1.259  -0.143
5 F 1.038 -0.929 -0.973  -0.167
6 F 1.028 0.603 0.669  -0.106
7 F -0.645 -1.098 0.602  -0.177
8 O 2.084 -0.410 3.018  -0.042
9 H 1.247 -0.293 2.569  0.009
10 H 1.956 -0.004 3.875  0.062
11 O -0.691 1.253 -3.828  -0.064
12 H -1.205 0.449 -3.904  -0.002
13 H 0.100 0.988 -3.358  0.001
14 O 4.286 0.515 1.969  -0.076
15 H 3.472 0.026 2.088  -0.043
16 H 4.121 1.362 2.384  0.017
17 O -2.901 -1.567 -3.993  -0.046
18 H -3.696 -1.267 -4.434  0.029
19 H -2.960 -1.193 -3.114  0.010
20 O -1.044 0.360 3.011  -0.045
21 H -1.546 1.030 3.476  0.042
22 H -0.984 0.684 2.113  -0.026
23 O 2.563 -3.258 1.041  -0.048
24 H 2.158 -2.442 0.748  0.002
25 H 3.318 -2.978 1.560  0.026
26 O 3.122 -0.265 -2.549  -0.060
27 H 2.515 -0.892 -2.943  0.022
28 H 2.666 0.053 -1.770  -0.004
29 O 1.546 3.788 0.383  -0.053
30 H 1.730 3.141 1.064  0.015
31 H 0.865 3.382 -0.155  0.001
32 O -2.561 -2.491 2.314  -0.053
33 H -1.910 -2.185 1.683  -0.014
34 H -3.216 -1.794 2.341  0.027
35 O -2.275 -2.811 -0.812  -0.051
36 H -1.737 -2.034 -0.661  -0.029
37 H -3.074 -2.651 -0.310  0.024
38 O -2.301 3.657 -0.102  -0.054
39 H -2.219 2.754 -0.408  0.000
40 H -2.741 4.114 -0.818  0.029

Values from the calculation:
2S+1: 1
Charge: -1


*2*
Entry from the OMol25 dataset: a cluster of 12 separate species, F6H22O11P in total (ωB97M-V/def2-TZVPD).

Last column: Löwdin charge in e.
CARTESIAN COORDINATES (ANGSTROEM)
1 P 0.075 -0.224 -0.042  0.184
2 F 1.404 -1.165 0.179  -0.179
3 F -0.862 -1.542 0.049  -0.146
4 F -0.030 -0.067 1.577  -0.158
5 F -1.261 0.662 -0.217  -0.155
6 F 1.018 1.070 -0.142  -0.131
7 F 0.193 -0.433 -1.629  -0.138
8 O -0.407 -1.359 -4.418  -0.057
9 H 0.510 -1.637 -4.328  0.035
10 H -0.364 -0.496 -4.840  0.033
11 O 1.699 1.356 3.560  -0.060
12 H 1.208 1.031 2.793  -0.002
13 H 2.528 1.681 3.199  0.023
14 O -3.270 -0.108 2.251  -0.052
15 H -2.702 0.646 2.433  0.021
16 H -3.648 0.086 1.385  0.036
17 O 3.979 1.973 -0.335  -0.055
18 H 4.100 2.115 -1.278  0.043
19 H 3.796 1.028 -0.257  0.033
20 O 3.435 -1.865 -2.017  -0.066
21 H 2.772 -1.898 -1.312  0.003
22 H 3.967 -2.656 -1.893  0.029
23 O -2.697 0.700 -2.694  -0.063
24 H -2.140 1.484 -2.661  0.035
25 H -2.061 -0.030 -2.730  0.009
26 O -1.080 -1.468 4.174  -0.064
27 H -1.408 -2.364 4.058  0.030
28 H -1.121 -1.092 3.285  -0.007
29 O -3.643 -1.890 -1.178  -0.062
30 H -2.951 -1.414 -0.701  -0.004
31 H -3.795 -1.359 -1.967  0.014
32 O 1.219 -3.989 0.484  -0.072
33 H 0.314 -4.035 0.159  0.029
34 H 1.309 -3.059 0.734  -0.001
35 O 1.528 4.014 0.471  -0.067
36 H 1.937 4.472 1.211  0.027
37 H 1.997 3.170 0.416  -0.012
38 O -2.107 3.186 0.703  -0.063
39 H -1.791 2.774 1.512  0.021
40 H -1.648 2.698 0.009  0.010

Values from the calculation:
2S+1: 1
Charge: -1


Which structure is the least stable? The one labeled *1*.


*1*
Entry from the OMol25 dataset: the ion C3H11N2O with charge +1 (ωB97M-V/def2-TZVPD).

Last column: Löwdin charge in e.
CARTESIAN COORDINATES (ANGSTROEM)
1 C -0.745 -2.036 -0.903  -0.076
2 C -1.104 -0.691 -0.344  -0.135
3 C 0.231 0.328 -0.056  -0.270
4 N -0.301 1.772 -0.302  0.253
5 O 0.532 0.176 1.280  -0.153
6 N 1.847 0.752 1.522  0.038
7 H 0.328 -1.887 -1.131  0.078
8 H -1.013 -2.686 -0.067  0.093
9 H -1.105 -2.324 -1.916  0.101
10 H -1.416 -0.804 0.623  0.078
11 H -1.674 -0.137 -1.017  0.083
12 H 1.180 0.118 -0.684  0.182
13 H 0.222 2.357 0.347  0.160
14 H -1.292 1.996 -0.074  0.190
15 H -0.192 1.894 -1.247  0.123
16 H 2.014 1.308 2.371  0.101
17 H 2.487 -0.137 1.599  0.153

Values from the calculation:
2S+1: 1
SMILES string: CC[C@@H]([NH3+])ON
Charge: +1


*2*
Entry from the OMol25 dataset: a cluster of 2 separate species, C3H11N2O in total (ωB97M-V/def2-TZVPD).

Last column: Löwdin charge in e.
CARTESIAN COORDINATES (ANGSTROEM)
1 C 0.243 -0.769 1.435  0.057
2 C 1.209 0.844 -0.036  -0.023
3 C -0.492 -0.582 -0.980  -0.143
4 N -1.054 1.107 0.547  0.115
5 N -0.042 0.174 0.295  -0.398
6 O -1.737 -0.999 -0.747  0.074
7 H 0.486 -1.777 1.056  0.131
8 H 1.037 -0.410 1.976  0.072
9 H -0.610 -0.885 2.056  0.106
10 H 1.395 1.470 0.904  0.141
11 H 2.031 0.249 -0.313  0.101
12 H 1.074 1.567 -0.862  0.118
13 H -0.258 -0.049 -1.952  0.143
14 H 0.872 -2.479 -2.616  0.099
15 H -0.653 1.817 1.185  0.132
16 H -1.338 1.573 -0.359  0.151
17 H -2.163 -0.854 -1.589  0.125

Values from the calculation:
2S+1: 1
Charge: +1


Which structure is the least stable? The one labeled *2*.


*1*
Entry from the OMol25 dataset: a cluster of 2 separate species, C3H8O4 in total (ωB97M-V/def2-TZVPD).

Last column: Löwdin charge in e.
CARTESIAN COORDINATES (ANGSTROEM)
1 O -1.477 -1.073 1.973  0.104
2 C -1.133 -0.248 1.172  -0.594
3 O -0.197 0.629 1.457  0.051
4 C -1.395 -0.467 -0.288  -0.082
5 C -0.268 -1.335 -1.000  -0.206
6 O 0.697 -0.461 -1.577  -0.104
7 H 0.132 1.020 2.437  0.254
8 H -1.601 0.494 -0.868  0.137
9 H -2.337 -1.020 -0.631  0.139
10 H -0.535 -1.988 -1.873  0.138
11 H 0.296 -1.823 -0.231  0.105
12 H 0.831 0.334 -1.016  0.064
13 O 2.401 2.280 0.155  0.042
14 H 2.982 1.591 0.393  0.033
15 H 1.605 2.068 -0.102  -0.082

Values from the calculation:
2S+1: 1
SMILES string: O=C(O)CCO.O


*2*
Entry from the OMol25 dataset: a cluster of 2 separate species, C3H8O4 in total (ωB97M-V/def2-TZVPD).

Last column: Löwdin charge in e.
CARTESIAN COORDINATES (ANGSTROEM)
1 O 0.745 -1.551 -0.568  0.108
2 C 0.086 -1.219 0.380  -0.540
3 O -1.215 -1.546 0.532  0.119
4 C 0.567 -0.324 1.495  -0.080
5 C 0.393 1.129 1.086  -0.241
6 O -0.913 1.521 0.672  -0.071
7 H -1.484 -2.073 -0.210  0.114
8 H 0.098 -0.595 2.437  0.126
9 H 1.640 -0.517 1.526  0.130
10 H 0.614 1.753 1.951  0.123
11 H 1.035 1.398 0.242  0.121
12 H -1.249 0.978 -0.077  0.094
13 O 0.298 1.503 -2.874  -0.057
14 H 0.225 0.622 -2.489  0.017
15 H 1.014 1.378 -3.505  0.037

Values from the calculation:
2S+1: 1
SMILES string: O=C(O)CCO.O


Which structure is the least stable? The one labeled *1*.


*1*
Entry from the OMol25 dataset: a cluster of 2 separate species, C5H12S2 in total (ωB97M-V/def2-TZVPD).

Last column: Löwdin charge in e.
CARTESIAN COORDINATES (ANGSTROEM)
1 C -0.578 2.152 -0.720  -0.323
2 C -0.758 2.159 0.789  -0.150
3 C -0.387 0.745 -1.356  -0.702
4 S -1.631 -0.400 -0.984  0.725
5 S 1.662 -0.075 0.676  0.731
6 C 0.408 -1.262 1.076  -0.703
7 C 0.495 -2.464 0.164  -0.221
8 H -1.516 2.467 -1.124  0.084
9 H 0.236 2.797 -1.074  0.111
10 H -0.647 3.145 1.231  0.075
11 H -0.015 1.465 1.221  -0.014
12 H -1.726 1.719 1.023  0.058
13 H -0.233 0.864 -2.434  0.087
14 H 0.635 0.345 -0.998  -0.013
15 H 0.509 -1.554 2.127  0.087
16 H -0.513 -0.626 0.953  0.000
17 H -0.433 -3.004 -0.007  0.063
18 H 0.797 -2.014 -0.778  0.035
19 H 1.258 -3.160 0.497  0.073

Values from the calculation:
2S+1: 1


*2*
Entry from the OMol25 dataset: an isolated molecule of C5H12S2 (ωB97M-V/def2-TZVPD).

Last column: Löwdin charge in e.
CARTESIAN COORDINATES (ANGSTROEM)
1 C 0.677 3.222 1.402  -0.120
2 C 0.964 2.243 0.233  -0.360
3 C 1.328 0.718 0.660  -0.496
4 S -0.387 0.074 0.806  0.499
5 S -0.022 -1.850 0.056  0.469
6 C -0.468 -1.924 -1.718  -0.598
7 C -1.685 -0.997 -2.079  -0.164
8 H -0.010 2.744 2.182  0.085
9 H 0.234 4.105 1.060  0.038
10 H 1.647 3.419 1.964  0.093
11 H 1.822 2.564 -0.361  0.084
12 H 0.190 2.218 -0.565  0.080
13 H 1.992 0.076 -0.008  0.085
14 H 1.556 0.840 1.732  0.048
15 H 0.500 -1.730 -2.293  0.070
16 H -0.673 -2.979 -2.005  0.063
17 H -2.425 -1.611 -2.644  0.081
18 H -1.273 -0.227 -2.729  0.063
19 H -1.919 -0.579 -1.119  -0.019

Values from the calculation:
2S+1: 1
SMILES string: CCCSSCC


Which structure is the least stable? The one labeled *1*.